{"formula": "H12O6", "method": "the ωB97M-V functional and the def2-TZVPD basis", "smiles": "O.O.O.O.O.O", "homo_ha": -0.3910, "total_energy_ha": -458.6408, "lumo_ha": 0.007, "de_lowest_kj_mol": 83.28, "symbols": ["O", "H", "H", "O", "H", "H", "O", "H", "H", "O", "H", "H", "O", "H", "H", "O", "H", "H"], "xyz": [[0.5963, -1.8996, -0.5165], [0.8466, -1.4889, 0.3662], [0.9464, -2.7849, -0.5678], [-1.0557, 2.0823, -0.7099], [-0.1858, 2.5246, -0.6672], [-0.9316, 1.2644, -1.1705], [1.0200, -0.3032, 1.6783], [1.6970, 0.3277, 1.2350], [0.2435, 0.2292, 1.8128], [-1.7803, 0.3112, 1.5361], [-1.7243, -0.1326, 0.6776], [-1.5653, 1.2303, 1.3703], [2.0661, 1.0501, -0.5382], [3.0764, 1.0244, -0.4820], [1.7329, 0.2566, -0.8864], [-1.8461, -1.0256, -0.7852], [-1.0651, -1.6042, -0.6516], [-2.0708, -1.0620, -1.7009]]}